{
  "formula": "C9H4ClHgINO",
  "method": "ωB97M-V with the def2-TZVPD basis set",
  "multiplicity": 2,
  "homo_lumo_gap_ev": [7.860, 5.829],
  "symbols": ["Hg", "Cl", "C", "C", "C", "I", "C", "O", "C", "N", "C", "C", "C", "C", "H", "H", "H", "H"],
  "positions_angstrom": [[-1.2885, 0.0000, -0.8191], [6.0734, 0.0000, 2.6209], [4.3743, 0.0000, 2.3614], [3.5441, 0.0000, 3.4698], [2.1760, 0.0000, 3.3095], [0.9306, 0.0000, 4.9583], [1.5382, 0.0000, 1.9928], [0.3262, 0.0000, 1.8614], [2.4674, 0.0000, 0.8268], [1.9144, 0.0000, -0.3875], [2.7040, 0.0000, -1.4424], [4.1001, 0.0000, -1.3577], [4.6803, 0.0000, -0.1164], [3.8605, 0.0000, 1.0224], [3.9807, 0.0000, 4.4585], [2.2089, 0.0000, -2.4078], [4.7012, 0.0000, -2.2563], [5.7554, 0.0000, -0.0045]]
}